No. 1
Density functional theory data (ωB97M-V with the def2-TZVPD basis set) for a 7-piece molecular cluster, C32H54NO16P overall.

Last column: Mulliken charge in e.
CARTESIAN COORDINATES (ANGSTROEM)
P: 3.0624 4.4900 0.2665  0.3934
O: 4.4863 4.0490 -0.5839  -0.4980
O: -0.4432 0.1090 4.5179  -0.6155
O: 1.7472 1.2896 0.4284  -0.4314
O: 5.8524 2.3760 1.7210  -0.2621
O: 3.8695 9.3113 -1.1650  -0.3584
O: -0.4415 3.2114 -7.3113  -0.3965
O: 0.9244 4.6168 -6.2771  -0.5561
O: -1.5867 -6.2930 2.8614  -0.5752
O: 3.1420 6.1292 0.8232  -0.4764
O: -6.5534 -9.5262 2.6667  -0.3624
O: -3.3677 -5.8673 4.1120  -0.3685
O: -1.9388 1.0880 -2.5708  -0.5618
O: -1.3195 -1.7123 3.6068  -0.3911
O: 4.3204 8.4143 -3.1404  -0.5665
O: -4.7804 -9.9639 1.4111  -0.5269
O: 5.1291 1.6062 -0.2246  -0.5280
N: -0.2798 0.8294 -0.7637  -0.2133
C: -5.9169 -10.2418 1.7179  0.9098
C: -0.7959 4.1337 -3.0447  -0.4213
C: -8.2035 -10.7678 3.9524  -0.9931
C: 6.8080 0.3063 0.8114  -1.2050
C: 0.7909 3.1058 -1.1016  0.1197
C: 0.7899 3.6178 -6.9451  0.7791
C: -3.4072 -7.7734 2.5634  -0.7688
C: -7.9524 -9.6452 2.9672  -0.4164
C: 6.5127 2.2039 2.9830  -0.4475
C: 0.5329 -0.5659 2.4730  -0.7821
C: 5.8467 1.4584 0.7380  0.8494
C: 1.6416 4.3921 -0.9850  0.6833
C: -0.6984 2.1607 -8.2548  -0.4284
C: -0.3956 2.9802 -2.0998  0.0537
C: 3.6138 10.4393 -0.3141  -0.4142
C: -2.7248 -6.5774 3.1631  0.6521
C: 0.0546 5.4541 -2.9678  -0.4345
C: -0.6893 0.8063 -7.5763  -0.9354
C: -0.5392 -3.7030 2.4445  -0.9368
C: -0.4600 -0.6755 3.5954  0.7525
C: 3.4329 10.6026 -3.2094  -1.0334
C: -1.5537 -2.5800 2.4861  -0.1617
C: 2.1260 10.6765 -0.1580  -0.9487
C: 1.9737 2.7626 -7.2974  -0.9477
C: 7.9701 2.6071 2.8937  -0.9950
C: 1.2397 5.5774 -1.9446  -0.1864
C: 3.9345 9.3711 -2.5101  0.8345
C: -0.9948 1.5256 -1.8768  0.2023
C: 0.8676 1.7042 -0.3601  0.2761
C: -6.6048 -11.4377 1.1235  -1.2278
C: -5.0176 -7.1219 5.3837  -0.9407
C: -4.7665 -5.9939 4.4046  -0.4381
H: -5.0692 -5.0485 4.8614  0.3578
H: -4.7154 -8.0875 4.9719  0.2228
H: 4.0404 10.1893 0.6602  0.3404
H: -8.5430 -9.7462 2.0536  0.3441
H: 4.2557 3.2401 -1.1074  0.3704
H: 8.4520 2.5291 3.8709  0.3689
H: -6.0768 -7.1753 5.6467  0.3568
H: 1.8738 6.5388 -1.8870  -0.1687
H: -5.3522 -6.0942 3.4876  0.3510
H: 6.0008 2.8639 3.6873  0.3338
H: 0.2872 0.5792 -7.1429  0.2654
H: 7.7177 0.5641 0.2666  0.2749
H: -1.6949 2.3517 -8.6602  0.3091
H: 1.6537 10.9167 -1.1133  0.2666
H: 4.1473 11.3254 -0.6657  0.3560
H: -3.0814 -7.8729 1.5265  0.3765
H: 3.5345 11.5147 -2.6250  0.3457
H: 6.3408 -0.5622 0.3422  0.3124
H: 0.4774 -3.3229 2.3136  0.3423
H: -7.9079 -11.7366 3.5436  0.2763
H: 0.1839 -0.9866 1.5322  0.2523
H: -0.1846 6.3555 -3.6421  0.3053
H: 1.8468 2.1884 -8.2129  0.3395
H: -7.6158 -10.6161 4.8613  0.2981
H: -6.3157 -12.3304 1.6804  0.2770
H: -0.0073 2.2136 -9.0994  0.3801
H: 2.3873 10.4567 -3.4852  0.2449
H: -1.6785 3.9889 -3.7443  0.3952
H: 0.7230 0.4909 2.2830  0.1943
H: 1.9376 11.4987 0.5360  0.3663
H: -9.2612 -10.8152 4.2210  0.3773
H: 2.8332 3.4157 -7.4621  0.3130
H: 8.0597 3.6365 2.5379  0.2946
H: -4.4909 -7.6951 2.5353  0.1473
H: -2.5506 -3.0038 2.6317  0.2345
H: -3.1173 -8.6662 3.1185  0.2905
H: 6.3790 1.1876 3.3610  0.3671
H: -6.2813 -11.5401 0.0856  0.3344
H: -0.7584 -4.3897 1.6256  0.3069
H: 3.2188 6.6620 -0.0151  0.2398
H: -8.2484 -8.6966 3.4216  0.3392
H: -0.9079 0.9654 0.0571  0.3099
H: -0.9426 0.0172 -8.2880  0.3611
H: 7.0604 0.0060 1.8262  0.3755
H: -1.4111 0.7858 -6.7560  0.2846
H: 1.6339 9.7767 0.2201  0.2702
H: 2.1878 2.0884 -6.4665  0.2385
H: -0.5492 -4.2601 3.3821  0.2787
H: 4.0267 10.7506 -4.1138  0.3185
H: -4.4353 -6.9714 6.2963  0.3355
H: -1.5934 -2.0130 1.5523  0.2497
H: 1.4639 -1.0510 2.7701  0.2925
H: 8.5192 1.9802 2.1874  0.2719
H: -7.6895 -11.3560 1.0983  0.3582

Force components x, y, z for each atom (eV/Å):
0.3 -1.1 2.1
-2.4 1.5 -0.3
-0.3 -0.6 -0.4
-3.3 1.8 -3.0
-0.5 0.1 0.0
0.3 -0.4 0.2
-0.3 0.4 -0.1
-0.5 -0.5 -0.5
-0.9 -0.1 0.5
0.3 -1.4 -3.6
0.2 0.6 0.0
0.2 0.6 0.1
3.3 0.9 2.9
-0.5 0.3 0.3
-0.2 0.5 0.8
-0.9 -0.1 0.3
0.4 -0.5 0.6
-0.5 2.7 -0.3
0.6 -0.3 -0.2
3.0 0.1 2.6
0.1 -0.2 0.0
-0.1 -0.6 0.3
-1.2 1.6 -2.1
0.3 0.3 0.5
-0.3 0.4 -0.4
-0.1 -0.2 0.1
0.2 0.0 0.0
-0.3 0.4 -0.4
-0.1 0.1 -0.5
-2.8 0.5 -3.6
0.0 -0.3 0.1
2.4 2.2 1.0
-0.2 0.1 0.1
0.6 -0.5 -0.3
0.8 -2.6 2.3
0.1 -0.1 0.2
0.4 0.3 0.0
0.4 0.2 0.4
0.4 0.6 -0.1
0.3 -0.3 -0.1
-0.2 0.0 -0.2
0.4 0.1 -0.6
0.2 0.0 -0.2
-1.9 -3.1 -0.3
0.0 -0.4 -0.7
-1.7 1.0 -2.2
2.6 -0.1 1.1
-0.4 0.0 -0.6
0.1 -0.3 0.0
-0.1 -0.2 0.1
0.3 0.0 -0.1
-0.1 0.1 -0.1
0.1 -0.2 -0.2
0.1 -0.1 0.0
0.5 0.7 0.7
0.0 0.0 0.0
0.1 0.0 0.0
-1.3 -1.7 -0.3
0.1 -0.1 0.0
-0.1 0.0 -0.3
0.0 0.0 -0.1
-0.1 0.0 0.0
0.1 0.2 0.2
0.1 0.1 0.1
-0.1 -0.1 -0.1
0.1 -0.1 0.3
-0.2 0.0 0.1
0.1 0.2 -0.2
-0.1 0.1 -0.1
-0.1 0.1 0.0
0.1 -0.2 0.1
0.4 -1.8 1.1
-0.1 -0.2 0.1
-0.1 0.1 -0.1
0.0 0.1 0.0
0.1 0.0 0.1
0.1 0.0 0.0
1.4 0.4 1.0
0.2 -0.2 0.3
0.0 -0.1 0.0
0.1 0.0 0.0
-0.1 -0.1 0.3
-0.1 -0.1 0.1
0.1 -0.2 0.2
0.1 0.2 0.2
-0.1 0.1 -0.1
0.0 0.0 -0.1
0.2 -0.1 0.2
0.0 0.0 0.1
0.1 0.1 1.2
0.3 0.0 -0.1
0.2 -0.9 -0.6
0.0 0.1 0.0
0.2 0.1 0.0
0.0 0.0 -0.1
0.1 0.1 0.1
0.0 0.0 -0.1
-0.1 0.0 -0.2
-0.2 -0.2 0.0
-0.1 0.1 -0.1
0.1 0.1 0.1
-0.1 0.0 -0.1
0.0 0.0 0.1
0.0 -0.1 0.2

## Properties
Lowest unoccupied orbital energy in eV: -0.6
E_HOMO in eV: -7.85
SMILES: O=C1NC(=O)c2c1cccc2P(O)O.CCOC(C)=O.CCOC(C)=O.CCOC(C)=O.CCOC(C)=O.CCOC(C)=O.CCOC(C)=O
Gap between HOMO and LUMO in eV: 7.271
Maximum force in eV/Å: 4.78
Net charge: 0



No. 2
Density functional theory data (ωB97M-V with the def2-TZVPD basis set) for a 8-piece molecular cluster, C32H54O13 overall.

Last column: Mulliken charge in e.
CARTESIAN COORDINATES (ANGSTROEM)
O: -4.6590 1.2762 2.2974  -0.3276
O: 4.3280 -1.2279 0.9977  -0.4040
O: 4.1906 -5.7726 -1.4871  -0.4739
O: -2.8030 2.0085 1.3759  -0.4020
O: -0.3145 1.9162 5.3047  -0.5189
O: -0.8874 5.0031 -1.4146  -0.3786
O: 0.9151 0.5809 -4.0549  -0.3638
O: -6.7964 -1.7234 0.0462  -0.6165
O: 1.1617 5.8730 -1.1874  -0.6005
O: -0.6591 -0.6869 -5.0240  -0.6099
O: -4.6711 -1.0879 0.2246  -0.2924
O: 3.4023 0.6064 1.8353  -0.5905
O: 0.1131 -1.0663 -0.5209  -0.3028
C: 0.4492 -2.4056 -0.1439  0.1949
C: -4.3518 -0.3261 -2.0115  -0.6358
C: 3.9289 0.0400 0.9208  0.5142
C: -5.8620 -1.1092 -0.3885  0.4151
C: 3.4648 -6.0589 -0.3122  -0.5802
C: 0.4497 4.9302 -1.3891  0.3175
C: -5.6370 3.2694 3.1079  -0.5880
C: 1.2820 -1.7683 -4.0409  0.1880
C: 5.2082 -0.4101 -1.0153  -0.8029
C: 0.3765 -0.5953 -4.4335  0.2448
C: 1.0874 3.3151 4.0157  -0.8950
C: 3.4692 -4.9017 -2.3086  0.5515
C: 4.9899 -1.7076 -0.1679  0.3369
C: 2.0505 0.2976 -3.2216  0.8457
C: -3.7833 2.2413 2.0327  0.2939
C: 0.0025 -1.1531 1.8290  -0.6134
C: 1.9956 -5.2316 -2.0495  -0.3586
C: 4.2848 0.6152 -0.4361  0.6210
C: 0.3982 2.2903 3.1474  0.9299
C: 2.5751 -0.9976 -3.7591  -0.3250
C: -0.8405 1.9708 3.9841  0.0942
C: 1.9541 -5.7537 -0.6229  0.0247
C: 0.1449 -0.2215 0.6258  0.6590
C: 0.8393 -2.3342 1.3277  -0.8102
C: 0.6183 2.9678 5.4480  -0.4948
C: -5.7161 1.7288 3.1641  -0.5418
C: -3.6940 -0.5274 -0.6504  0.8538
C: -1.4998 3.7196 -1.5497  -0.2046
C: 0.8781 3.4783 -1.5763  0.1341
C: -5.8370 -0.2074 -1.6376  -0.4118
C: -0.3867 2.8177 -2.1190  -0.0856
C: -4.1948 3.5099 2.7754  -0.3883
H: 1.1865 3.1295 -0.5895  -0.0490
H: 3.6055 -3.8523 -1.9906  -0.6387
H: -0.4992 2.9362 -3.1978  0.2631
H: 1.7265 0.2354 -2.1733  -0.8843
H: -0.4475 -3.0164 -0.2976  0.2959
H: 0.3134 -0.7346 2.7818  0.5274
H: 5.0748 -0.6826 -2.0619  0.4169
H: -1.6790 2.6759 3.9247  -0.3732
H: 3.7348 -4.9636 -3.3611  0.3981
H: 1.7189 -5.9722 -2.8076  0.3677
H: -2.8283 -1.1816 -0.7323  -0.0846
H: 6.2530 -0.1228 -0.8853  0.2557
H: -4.0209 4.4125 2.1928  0.4401
H: -1.0348 -1.4848 1.9377  0.1959
H: -6.1111 0.7766 -1.2541  0.2031
H: 0.9500 1.3536 3.0781  -0.1913
H: 4.7577 1.5885 -0.2981  0.4585
H: 0.7123 -3.2795 1.8582  0.6362
H: -5.9971 3.5449 4.1030  0.3329
H: 5.9466 -2.1798 0.0208  0.3924
H: -1.3201 1.0375 3.6797  0.3734
H: 1.6900 -4.9386 0.0595  -0.3744
H: 1.8822 -2.0630 1.5193  0.0779
H: 1.4798 2.5885 5.9949  0.3702
H: 1.6229 3.2826 -2.3450  0.2278
H: -2.3743 3.8326 -2.1860  0.3337
H: -1.8006 3.3330 -0.5704  0.0202
H: 0.1886 3.8751 5.8867  0.2727
H: 1.4550 -2.5087 -4.8138  0.4669
H: -3.4129 0.4902 -0.3645  -0.4450
H: 0.8740 4.3309 3.6779  0.3315
H: -6.3532 3.7308 2.4286  0.2833
H: 0.8026 -2.2032 -3.1628  -0.3027
H: 3.0958 -0.7511 -4.6887  0.3285
H: 3.4013 0.8694 -1.0225  -0.7156
H: 3.5970 -7.1079 -0.0554  0.3062
H: 3.7693 -5.4381 0.5321  0.2897
H: 1.0133 0.4211 0.8095  -0.3813
H: -0.7151 0.4524 0.5771  -0.2125
H: 0.2517 2.7453 2.1676  -0.2126
H: -4.2112 -1.2021 -2.6511  0.3126
H: -3.5634 3.6142 3.6605  0.2118
H: -6.6537 1.2861 2.8432  0.3486
H: 4.3170 -2.3456 -0.7396  -0.3633
H: -6.5152 -0.5877 -2.3911  0.3672
H: -0.5370 1.7709 -1.8613  0.0159
H: -5.4668 1.4007 4.1738  0.2813
H: 3.2856 -1.5306 -3.1254  -0.1015
H: 2.1788 3.2490 4.0190  0.2919
H: -3.8462 0.4915 -2.5237  0.3575
H: 1.2333 -2.7658 -0.8156  -0.4525
H: 1.3700 -4.3771 -2.3117  0.1108
H: 1.2351 -6.5234 -0.3548  0.4548
H: 2.6999 1.1760 -3.2317  0.5627

Force components x, y, z for each atom (eV/Å):
-0.6 -0.5 -0.1
0.3 -1.3 0.8
0.8 -0.4 -0.3
0.0 0.5 -0.1
-0.7 -0.4 0.1
-0.4 0.6 0.1
0.0 -0.1 0.3
0.1 0.2 0.0
-0.3 -0.1 -0.1
-0.1 0.4 0.1
0.4 -0.2 -0.2
-0.2 -0.2 0.0
0.6 0.5 -0.2
0.1 0.2 0.1
-0.1 -0.5 -0.3
-0.2 0.9 -0.1
-1.0 0.1 -0.2
-1.4 -0.3 -0.1
0.9 -0.2 -0.1
-1.4 -0.8 1.1
0.5 1.2 0.0
1.0 -1.2 -0.3
-0.4 -1.1 -0.9
1.1 0.1 0.5
-1.1 1.0 0.8
-0.5 1.7 -1.3
-0.1 0.9 1.0
0.5 0.0 0.4
-0.5 -0.7 -0.4
-0.2 -0.6 -1.5
-0.1 0.7 0.1
-0.4 0.2 -0.1
0.6 -0.4 0.1
-0.3 -0.1 -0.4
0.6 1.2 0.8
-1.3 0.5 1.2
0.5 0.0 0.6
0.3 0.5 -1.0
0.5 0.5 -0.3
0.4 0.9 -0.8
0.4 -0.9 0.5
-0.7 -0.5 -0.8
0.9 -0.6 0.6
-1.3 0.5 0.1
0.4 0.5 -0.3
0.1 -0.3 -0.1
0.3 -0.1 -0.1
0.7 -0.3 -0.1
-0.3 -0.3 -0.2
0.1 -0.1 0.1
0.2 0.0 -0.1
-0.1 0.4 -0.1
0.4 0.5 0.0
0.3 -0.3 0.1
-0.1 -0.3 0.4
0.0 0.1 0.4
-0.1 0.2 -0.1
0.1 -0.1 -0.2
-0.1 0.2 0.0
-0.1 0.1 -0.3
0.3 0.2 -0.2
0.1 -0.1 0.2
-0.4 0.1 0.0
0.5 0.6 -0.1
-0.2 -0.3 0.5
0.4 -0.3 0.4
-0.1 0.1 -0.2
0.1 -0.1 -0.6
-0.3 0.1 0.5
0.6 0.7 0.5
0.1 0.0 -0.1
-0.1 0.4 0.1
-0.1 -0.3 0.5
-0.6 0.0 -0.2
0.2 -0.4 0.9
-0.4 0.0 0.3
0.2 -0.2 -0.4
0.3 -0.2 0.1
-0.1 -0.3 -0.1
-0.2 -0.5 0.1
0.3 0.0 0.0
0.3 0.0 -0.1
0.5 -0.3 -0.8
0.0 0.0 -0.2
-0.4 -0.5 -0.1
-0.1 0.0 0.1
0.0 -0.2 0.0
0.0 0.0 -0.1
0.0 -0.4 0.4
-0.2 0.2 0.0
0.1 0.0 0.0
-0.1 -0.2 0.0
-0.1 0.2 0.2
-0.1 -0.1 -0.4
-0.4 0.2 0.0
0.1 0.0 0.1
-0.1 0.1 0.5
0.2 -0.4 -0.5
0.2 -0.2 -0.5

## Properties
Lowest unoccupied orbital energy in eV: 0.4
E_HOMO in eV: -9.64
SMILES: O=C1CCCO1.O=C1CCCO1.O=C1CCCO1.O=C1CCCO1.O=C1CCCO1.C1CCOC1.C1CCOC1.C1CCOC1
Gap between HOMO and LUMO in eV: 10.066
Energy relative to the best compared isomer or geometry (same formula, charge and spin) in kcal per mole: 0.0
Maximum force in eV/Å: 2.24
Net charge: 0